Arrangement a

A cluster of 2 separate species, C10H16 in total. Source: the OMol25 dataset; level of theory: ωB97M-V/def2-TZVPD.

SMILES string   CCc1ccccc1.CC
Multiplicity   1
HOMO energy   -9.06 eV

Atoms and positions in Å:
C 3.15777 -1.37301 0.99978
C 1.61605 -1.59859 0.96104
C 0.82604 -0.31283 0.89477
C -0.28045 -0.16531 1.72146
C -1.02561 1.00752 1.74297
C -0.56176 2.10933 1.02907
C 0.43290 1.91947 0.08400
C 1.17654 0.74667 0.06136
H 3.46852 -1.33687 2.04041
H 3.43367 -0.47228 0.45745
H 3.68173 -2.20389 0.52412
H 1.40987 -2.31373 0.16095
H 1.33631 -2.10788 1.88489
H -0.63270 -0.95235 2.38022
H -1.98626 1.12459 2.21997
H -1.11945 3.03685 1.00705
H 0.81551 2.75143 -0.48976
H 2.00483 0.65522 -0.62684
C -2.73024 -0.62373 -2.19640
C -1.82450 0.63510 -2.08386
H -2.07853 -1.48495 -2.00704
H -3.55084 -0.67308 -1.49465
H -3.08567 -0.92085 -3.18965
H -1.66291 1.27743 -2.94593
H -0.82467 0.19916 -2.01747
H -1.99613 1.07654 -1.11790

---

Arrangement b

A cluster of 2 separate species, C10H16 in total. Source: the OMol25 dataset; level of theory: ωB97M-V/def2-TZVPD.

SMILES string   Cc1ccccc1.CCC
Multiplicity   1
HOMO energy   -9.07 eV

Atoms and positions in Å:
C -0.10173 1.52621 -2.18632
C -0.15026 0.06719 -1.79419
C -1.33364 -0.56297 -1.45799
C -1.28781 -1.89323 -1.07344
C -0.09903 -2.61992 -1.06214
C 1.07692 -1.94769 -1.35588
C 1.06773 -0.57462 -1.56797
H 0.81008 1.98714 -1.78800
H -0.89554 2.15890 -1.80025
H 0.05480 1.59943 -3.26648
H -2.28182 -0.06962 -1.59460
H -2.15458 -2.49040 -0.80356
H -0.16962 -3.69393 -0.96633
H 2.01731 -2.45294 -1.55615
H 2.01572 -0.05725 -1.65855
C -0.18937 1.97747 1.71088
C 0.06293 0.45188 1.69116
C 0.49924 -0.09565 3.04796
H 0.03070 2.38109 0.71909
H -1.23553 2.20233 1.92466
H 0.44352 2.53414 2.40547
H -0.91671 0.02413 1.47347
H 0.75353 0.28143 0.87715
H 1.39184 0.42874 3.36536
H -0.23194 -0.03823 3.83863
H 0.82327 -1.12363 2.87804

---

It turns out arrangement b is the most stable, with the second structure 6.5 kcal/mol higher.

---

Arrangement a

A cluster of 2 separate species, C10H16 in total. Source: the OMol25 dataset; level of theory: ωB97M-V/def2-TZVPD.

SMILES string   Cc1ccccc1.CCC
Multiplicity   1
HOMO energy   -8.83 eV

Atoms and positions in Å:
C 1.18654 -1.68723 2.50831
C -0.00060 -1.55138 1.62920
C -1.21186 -1.07814 2.11085
C -2.24569 -0.86395 1.24410
C -2.17604 -1.24794 -0.08044
C -1.05570 -1.95144 -0.53817
C 0.04777 -1.99443 0.24190
H 1.18930 -1.17491 3.43827
H 2.15446 -1.37621 2.26213
H 1.43837 -2.73708 2.79737
H -1.32303 -0.62529 3.08742
H -3.10906 -0.43069 1.68384
H -2.94781 -0.96830 -0.85114
H -1.15021 -2.35269 -1.52536
H 0.88404 -2.53040 -0.08990
C -0.43919 2.59126 -1.53503
C 0.63512 1.52680 -1.39268
C 2.07500 1.93022 -1.85160
H -1.36038 2.47125 -0.88732
H -0.94543 2.41354 -2.54989
H -0.04031 3.59130 -1.58338
H 0.70637 1.32639 -0.30576
H 0.31791 0.53343 -1.90666
H 1.94261 2.54293 -2.80119
H 2.60284 2.54006 -1.11194
H 2.82500 1.10287 -1.99292

---

Arrangement b

A cluster of 2 separate species, C10H16 in total. Source: the OMol25 dataset; level of theory: ωB97M-V/def2-TZVPD.

SMILES string   CCc1ccccc1.CC
Multiplicity   1
HOMO energy   -9.00 eV

Atoms and positions in Å:
C -3.14141 -2.03099 -0.17286
C -2.50616 -0.71907 -0.73718
C -1.14473 -0.54995 -0.13308
C -0.98411 0.25852 0.97708
C 0.18118 0.23492 1.75440
C 1.15187 -0.68747 1.44762
C 1.01333 -1.51727 0.33110
C -0.07399 -1.36897 -0.49803
H -3.36780 -1.98126 0.88782
H -2.49388 -2.88695 -0.36528
H -4.05876 -2.21834 -0.72797
H -2.50057 -0.88929 -1.81046
H -3.21545 0.06967 -0.50496
H -1.75970 0.96022 1.26347
H 0.29299 0.97801 2.53673
H 2.01042 -0.86712 2.08904
H 1.86165 -2.15737 0.13755
H -0.09852 -1.91855 -1.43610
C 3.00536 1.74460 -0.68503
C 1.67712 2.55631 -0.63883
H 2.88207 0.66556 -0.72371
H 3.57431 2.14111 -1.52352
H 3.54521 1.89175 0.25564
H 0.83513 1.94756 -0.95410
H 1.83289 3.49121 -1.16621
H 1.48154 2.85318 0.39685

---

Arrangement c

A cluster of 2 separate species, C10H16 in total. Source: the OMol25 dataset; level of theory: ωB97M-V/def2-TZVPD.

SMILES string   Cc1ccccc1.CCC
Multiplicity   1
HOMO energy   -8.99 eV

Atoms and positions in Å:
C 1.26278 2.06573 2.71242
C 0.04195 1.44910 2.07824
C 0.05395 0.84619 0.83289
C -1.13219 0.67197 0.12435
C -2.35318 1.03581 0.65494
C -2.37661 1.64803 1.90918
C -1.20792 1.80780 2.62243
H 1.82713 2.64446 1.97543
H 1.99342 1.35943 3.11210
H 0.96391 2.79909 3.45783
H 0.95729 0.59467 0.29201
H -1.07405 0.31587 -0.89167
H -3.21393 1.10567 0.00173
H -3.32333 2.04287 2.25744
H -1.23879 2.02098 3.68415
C 0.62119 -3.18497 -1.72287
C 0.56120 -1.68667 -1.84886
C 1.12695 -1.12838 -3.14785
H 1.54935 -3.62969 -2.08830
H -0.22813 -3.72760 -2.14371
H 0.63477 -3.55076 -0.68782
H -0.45526 -1.30916 -1.75253
H 1.06948 -1.23150 -0.99491
H 0.52797 -1.45259 -3.99821
H 1.24944 -0.04458 -3.16442
H 2.16261 -1.46175 -3.27400

---

It turns out arrangement b is the most stable, with the second structure 4.2 kcal/mol higher.

---

Arrangement a

The ion C3H5N2OS with charge +1. Source: the OMol25 dataset; level of theory: ωB97M-V/def2-TZVPD.

SMILES string   [NH2+]=C1COC(=S)N1
Net charge   +1
Multiplicity   1
HOMO energy (spin up / spin down)   -12.27 / -12.27 eV

Atoms and positions in Å:
N -1.50607 0.92801 -0.59616
C -0.41695 0.22741 -0.27701
C 0.85139 -0.13148 -1.10066
O 1.68141 -0.70182 -0.02690
C 0.98845 -0.78249 1.03842
S 1.22694 -1.71739 2.95029
N -0.22406 -0.25102 0.96223
H -1.79309 1.22286 -1.47892
H -1.96269 1.52971 0.16958
H 0.87921 -0.94836 -1.90776
H 1.08365 0.89266 -1.47170
H -0.80819 -0.26808 1.73860

---

Arrangement b

A structure of composition C3H5N2OS. Source: the OMol25 dataset; level of theory: ωB97M-V/def2-TZVPD.

Net charge   +1
Multiplicity   1
HOMO energy   -13.25 eV

Atoms and positions in Å:
C 1.56009 -1.23887 -0.21710
C 2.09187 -0.07050 -0.07907
C -2.41906 0.34152 0.19634
N -0.20743 1.15651 -0.23513
N -0.99893 0.36348 -0.01968
O 2.83603 0.83713 0.27971
S -0.16381 -1.68832 0.08886
H 2.33185 -1.95952 -0.39965
H -2.77954 1.29845 -0.05932
H -2.91325 -0.47762 -0.48840
H -2.50403 -0.00926 1.26883
H 3.16620 1.44700 -0.33539

---

Arrangement c

A cluster of 2 separate species, C3H5N2OS in total. Source: the OMol25 dataset; level of theory: ωB97M-V/def2-TZVPD.

Net charge   +1
Multiplicity   1
HOMO energy (spin up / spin down)   -11.87 / -12.49 eV

Atoms and positions in Å:
C -0.70059 0.19888 -0.82278
C 0.15336 -1.29425 0.61746
C 1.06086 -0.07225 0.54471
N 0.38537 0.75664 -0.35064
N -0.82087 -1.04546 -0.30355
O 1.72246 -3.32283 -1.70025
S 1.19507 -3.69109 -0.41157
H -1.07456 0.42274 -1.75968
H 1.15188 0.46055 1.57933
H 2.00089 -0.33405 0.36757
H 0.71546 1.69870 -0.63852
H -1.62858 -1.70592 -0.40858

---

It turns out arrangement a is the most stable, with the second structure 34.1 kcal/mol higher.

---

Arrangement a

An isolated molecule of C3H5NS2. Source: the OMol25 dataset; level of theory: ωB97M-V/def2-TZVPD.

SMILES string   CN(C=S)C=S
Multiplicity   1
HOMO energy   -8.75 eV

Atoms and positions in Å:
C 0.64901 1.14685 -0.00676
N -0.09648 -0.11513 -0.00276
C 0.61215 -1.30492 -0.00253
S 2.22428 -1.44268 0.00030
C -1.46509 -0.08411 0.00166
S -2.51278 -1.33628 -0.00149
H -0.05436 1.96708 0.01845
H 1.28426 1.19237 -0.89767
H 1.24717 1.21073 0.90064
H -0.04913 -2.18412 -0.00140
H -1.83904 0.95021 -0.00845

---

Arrangement b

A cluster of 2 separate species, C3H5NS2 in total. Source: the OMol25 dataset; level of theory: ωB97M-V/def2-TZVPD.

Multiplicity   1
HOMO energy (spin up / spin down)   -8.10 / -8.10 eV

Atoms and positions in Å:
C -0.10917 -0.65041 -1.30066
C 3.18488 -0.66756 -0.31982
C -1.79006 0.95691 1.27342
N 0.97262 -0.94412 -1.13202
S -1.71253 -0.21801 -1.59048
S -2.37732 -0.49129 0.31461
H 3.57850 -1.74555 -0.42109
H 3.34888 0.04654 -1.20455
H -2.58971 1.22223 2.08440
H -1.66218 1.77680 0.54191
H -0.84392 0.71445 1.75428

---

Arrangement c

An isolated molecule of C3H5NS2. Source: the OMol25 dataset; level of theory: ωB97M-V/def2-TZVPD.

SMILES string   C/C(C=S)=N\S
Multiplicity   1
HOMO energy   -9.01 eV

Atoms and positions in Å:
C -0.13397 1.45743 -0.00355
C -0.03469 -0.02366 -0.07172
C 1.29660 -0.69064 -0.09159
S 2.77160 -0.04365 0.04753
N -1.05770 -0.81155 0.02059
S -2.54866 -0.04725 0.00326
H -0.60236 1.75788 0.92161
H 0.75303 2.05234 -0.20469
H -0.89326 1.75652 -0.79208
H 1.10784 -1.79483 -0.16619
H -3.29593 -1.09541 0.28578

---

It turns out arrangement a is the most stable, with the second structure 18.1 kcal/mol higher.

---

Arrangement a

A cluster of 2 separate species, C4H11N2 in total. Source: the OMol25 dataset; level of theory: ωB97M-V/def2-TZVPD.

Net charge   +1
Multiplicity   1
HOMO energy   -13.72 eV

Atoms and positions in Å:
C -2.40242 -0.64998 0.49407
C 3.67141 0.76375 -0.24223
C 2.91904 -0.17641 0.23342
C -0.32501 0.13912 -0.51829
N -3.07489 0.18305 -0.38822
N -0.91572 -0.30112 0.52570
H -2.38146 -1.59457 0.04137
H 4.32548 0.57926 -0.98030
H -2.68372 -0.76261 1.53567
H 3.41127 1.74189 0.06883
H 2.13004 -0.00652 0.91786
H 2.98804 -1.21746 -0.03267
H 0.57998 0.57121 -0.40726
H -0.75654 0.33883 -1.40944
H -3.59805 -0.21711 -1.19821
H -3.53013 1.01383 -0.01684
H -0.35733 -0.40518 1.37655

---

Arrangement b

A cluster of 2 separate species, C4H11N2 in total. Source: the OMol25 dataset; level of theory: ωB97M-V/def2-TZVPD.

Net charge   +1
Multiplicity   1
HOMO energy   -13.44 eV

Atoms and positions in Å:
C 0.41148 -2.31730 1.52933
C -1.28026 1.60372 -0.90063
C -1.30437 0.49780 0.14309
C 0.52156 -0.69853 -0.07401
N 0.95366 -1.23041 1.12969
N 1.51190 0.47743 -0.37107
H 0.82073 -2.86586 2.30552
H -0.25645 -2.81860 0.74539
H -0.96011 1.24317 -1.86457
H -0.65817 2.36558 -0.41687
H -2.27490 2.07990 -0.85217
H -1.89814 -0.38630 -0.14851
H -1.17893 0.92985 1.10724
H 0.41431 -1.23838 -1.02786
H 2.24459 0.18469 -1.08041
H 1.91784 0.91249 0.51392
H 1.01524 1.26076 -0.73808

---

Arrangement c

A cluster of 2 separate species, C4H11N2 in total. Source: the OMol25 dataset; level of theory: ωB97M-V/def2-TZVPD.

Net charge   +1
Multiplicity   1
HOMO energy   -13.78 eV

Atoms and positions in Å:
C 2.45381 0.81256 0.32206
C 1.58773 0.51451 -0.67249
C -2.09751 0.23452 -0.25925
C 0.68460 -0.65175 -0.73840
N 0.76638 -1.71630 0.04184
N -0.88962 0.61964 0.46355
H 2.86371 1.78802 0.25960
H 2.38010 0.38105 1.28082
H 1.58009 1.17432 -1.51968
H -2.39341 -0.76764 0.13003
H -2.89647 0.99033 -0.15898
H -1.76164 0.28778 -1.26963
H -0.08441 -0.72143 -1.62692
H 1.22628 -1.63222 0.93037
H 0.14719 -2.43230 0.01276
H -0.61503 1.51697 0.36698
H -0.94676 0.47882 1.51497

---

It turns out arrangement c is the most stable, with the second structure 11.2 kcal/mol higher.

---

Arrangement a

A structure of composition C4H11N2. Source: the OMol25 dataset; level of theory: ωB97M-V/def2-TZVPD.

Net charge   +1
Multiplicity   1
HOMO energy   -14.16 eV

Atoms and positions in Å:
C -0.02100 -1.74123 -1.04572
C 0.17694 -2.92766 -0.50115
N 0.93770 -0.64803 -0.89436
H -0.92476 -1.48234 -1.57659
H -0.62946 -3.64222 -0.42108
H 1.13384 -3.23619 -0.09476
H 0.44431 0.21410 -0.15169
H 1.82253 -1.03196 -0.56650
H 1.08681 -0.21362 -1.80695
C 0.08342 2.54558 0.44688
C -1.19550 0.83971 1.36497
N -0.26176 1.12225 0.55386
H -0.81252 3.13326 0.25596
H 0.79046 2.75772 -0.35488
H 0.55975 2.92352 1.35314
H -1.50895 -0.19649 1.44930
H -1.68181 1.58362 1.98955

---

Arrangement b

The ion C4H11N2 with charge +1. Source: the OMol25 dataset; level of theory: ωB97M-V/def2-TZVPD.

SMILES string   NCC/C=C/[NH3+]
Net charge   +1
Multiplicity   1
HOMO energy   -12.44 eV

Atoms and positions in Å:
N 1.73648 1.04510 -0.88383
C 0.55107 1.87892 -0.70168
C -0.45606 1.17989 0.23654
C -0.44715 -0.29284 -0.03256
C -0.92364 -1.18812 0.83359
N -0.68005 -2.62050 0.54584
H 2.26473 1.03405 -0.02258
H 2.30769 1.22969 -1.69536
H 0.05306 2.26466 -1.57865
H 0.90411 2.79248 -0.17989
H -0.31365 1.40779 1.28988
H -1.41203 1.67712 0.00395
H -0.38431 -0.56775 -1.08235
H -1.23093 -0.94084 1.83916
H -0.77979 -2.84162 -0.44501
H -1.41936 -3.19204 0.95261
H 0.22982 -2.86600 0.92034

---

It turns out arrangement a is the most stable, with the second structure 2.0 kcal/mol higher.